C41H42P2PtS as an isolated structure at a distorted geometry. Source: OMol25; level of theory: wB97M-V/def2-TZVPD.

Values from the calculation:
Largest force on an atom: 3.73 eV Å⁻¹
Highest occupied orbital energy (alpha / beta): -5.04 / -5.04 eV
2S+1: 3
Energy above the lowest of the compared OMol25 structures with the same formula, charge and spin: 94.9 kcal/mol
Lowest unoccupied orbital energy (alpha / beta): -1.3172 / -2.0038 eV

Geometry as XYZ:
```
87
Properties=species:S:1:pos:R:3:mulliken_spin:R:1
Pt -0.7233 2.0884 -2.6550 0.458
C -2.2231 1.7048 -4.0089 0.060
C -1.8574 0.4785 -3.3448 0.093
C -0.9636 -0.5818 -3.9591 0.037
C 0.3839 -0.0197 -4.4547 0.018
C 0.7735 1.2607 -3.7336 0.047
C 0.3914 2.5486 -4.2929 0.143
C -0.4367 2.6228 -5.5709 0.001
C -1.8284 1.9780 -5.4553 0.019
C 1.4184 0.0962 2.2718 0.066
H -3.2026 2.1266 -3.7324 0.008
H -2.6295 0.0464 -2.6914 -0.007
H -1.4908 -1.0869 -4.7745 0.000
H -0.8050 -1.3467 -3.1850 0.012
H 1.1635 -0.7827 -4.3021 0.000
H 0.3445 0.1666 -5.5334 -0.001
H 1.7332 1.2351 -3.1940 -0.045
H 1.1115 3.3660 -4.1644 0.031
H 0.1371 2.1837 -6.3986 0.001
H -0.5826 3.6809 -5.7855 0.000
H -2.5628 2.6736 -5.8805 0.004
H -1.8854 1.0641 -6.0624 0.001
H 0.7184 0.9456 2.2117 -0.007
H 2.1606 0.2855 3.0643 0.003
H 0.8440 -0.8004 2.5626 -0.028
P -1.6910 -1.2894 -0.4369 0.088
P 2.2276 -0.2062 0.6761 -0.045
C -0.0130 -1.5460 0.0071 0.480
C 1.0628 -0.8432 -0.5036 0.204
C -2.6731 -2.5936 0.2089 0.037
C -2.9378 -3.6451 -0.6963 -0.016
C -3.6516 -4.7436 -0.2424 0.001
C -4.0842 -4.8024 1.0888 0.001
C -3.8186 -3.7495 1.9702 0.000
C -3.1224 -2.6245 1.5410 0.003
C -2.6161 0.2539 -0.2309 0.063
C -2.0267 1.5531 -0.3558 0.038
C -2.8512 2.6693 -0.1380 0.001
C -4.2317 2.5247 -0.0188 -0.004
C -4.8218 1.2607 -0.1418 0.023
C -4.0227 0.1251 -0.1947 -0.001
C 3.7406 -1.2028 1.0728 0.047
C 3.6117 -2.4645 1.6843 -0.010
C 4.7264 -3.2739 1.9052 0.004
C 6.0091 -2.8159 1.5877 -0.002
C 6.1617 -1.5292 1.0674 0.003
C 5.0455 -0.7155 0.8738 -0.008
C 2.8415 1.3457 0.0187 -0.031
C 2.5200 2.5872 0.5971 0.040
C 2.9238 3.7599 -0.0431 -0.017
C 3.6869 3.7082 -1.2185 0.021
C 4.0741 2.4744 -1.7420 -0.003
C 3.6641 1.2914 -1.1248 0.045
H 0.1362 -2.4160 0.6727 -0.013
H 1.1683 -0.6320 -1.5790 0.113
H -2.5617 -3.5621 -1.7192 -0.005
H -3.8556 -5.5591 -0.9303 0.000
H -4.6297 -5.6762 1.4328 0.000
H -4.1494 -3.8012 3.0075 0.000
H -2.9047 -1.7826 2.2050 -0.006
H -0.9231 1.6588 -0.3436 0.023
H -2.3866 3.6516 -0.0976 -0.001
H -4.8669 3.4000 0.1187 0.001
H -5.9070 1.1506 -0.1560 0.002
H -4.4811 -0.8639 -0.1893 -0.001
H 2.6261 -2.8203 1.9817 -0.009
H 4.6042 -4.2737 2.3249 0.000
H 6.8827 -3.4434 1.7612 0.000
H 7.1565 -1.1612 0.8066 0.000
H 5.2058 0.3098 0.5457 0.001
H 1.9787 2.6306 1.5477 0.003
H 2.6519 4.7242 0.3895 0.000
H 3.9789 4.6260 -1.7207 0.002
H 4.7126 2.4167 -2.6315 0.001
H 4.0104 0.3259 -1.5066 0.005
S -2.0425 0.8611 3.2695 0.003
C -1.3173 0.3854 4.6914 -0.005
C -1.0029 -0.9906 4.8953 -0.001
C -0.3519 -1.3971 6.0541 0.001
C -0.0072 -0.4645 7.0439 0.001
C -0.3110 0.8951 6.8560 0.000
C -0.9574 1.3240 5.7026 0.001
H -1.2975 -1.6997 4.1231 0.005
H -0.1253 -2.4546 6.1856 0.000
H 0.5127 -0.7938 7.9454 0.000
H -0.0501 1.6225 7.6246 0.000
H -1.2187 2.3678 5.5458 0.000
```


C41H42P2SSn as an isolated structure at a distorted geometry. Source: OMol25; level of theory: wB97M-V/def2-TZVPD.

Values from the calculation:
Largest force on an atom: 2.83 eV Å⁻¹
Highest occupied orbital energy (alpha / beta): -12.63 / -12.63 eV
Lowest unoccupied orbital energy (alpha / beta): -7.7917 / -7.0911 eV
Charge: +2

Geometry as XYZ:
```
87
Properties=species:S:1:pos:R:3:lowdin_charge:R:1
Sn 2.1361 -1.3877 -1.1197 1.009
C -2.8582 0.5086 5.4687 -0.108
C -2.9342 0.4478 4.1338 -0.116
C -3.3548 1.5573 3.2195 -0.203
C -2.1895 2.4326 2.7066 -0.192
C -1.4064 3.1678 3.7713 -0.118
C -1.8215 3.4813 5.0072 -0.101
C -3.0823 3.1110 5.7223 -0.199
C -3.1706 1.6805 6.3396 -0.177
C 3.1951 -0.7823 0.7412 -0.270
H -2.5736 -0.3744 6.0463 0.105
H -2.6814 -0.4928 3.6268 0.086
H -4.1427 2.1826 3.6504 0.106
H -3.7977 1.0906 2.3307 0.085
H -1.4733 1.8102 2.1343 0.091
H -2.6249 3.1574 1.9911 0.118
H -0.4285 3.5348 3.4226 0.098
H -1.2071 4.1766 5.5902 0.105
H -3.9736 3.2963 5.1143 0.101
H -3.1386 3.7888 6.5903 0.113
H -2.4938 1.6638 7.2105 0.114
H -4.2023 1.5916 6.7293 0.126
H 3.3301 -1.6798 1.3530 0.004
H 2.6478 -0.0466 1.3292 0.004
H 4.1856 -0.3950 0.4680 0.009
P -0.1609 -1.8794 -2.1684 0.892
P 2.1013 0.5466 -2.7473 0.901
C -0.5674 -0.3159 -2.9504 -0.284
C 0.3694 0.5839 -3.2963 -0.288
C -0.4734 -3.0297 -3.5534 -0.371
C -1.4973 -2.7659 -4.4744 -0.071
C -1.6342 -3.5651 -5.6102 -0.043
C -0.8157 -4.6810 -5.7948 -0.036
C 0.1819 -4.9575 -4.8549 -0.051
C 0.3799 -4.1259 -3.7527 -0.090
C -1.5685 -2.1659 -1.0344 -0.413
C -2.0517 -1.1079 -0.2375 -0.147
C -2.9712 -1.3661 0.7766 -0.080
C -3.5109 -2.6469 0.9207 -0.037
C -3.0805 -3.6855 0.0923 -0.048
C -2.1323 -3.4457 -0.9045 -0.074
C 2.8995 0.8170 -4.3974 -0.336
C 2.5742 -0.0569 -5.4598 -0.092
C 2.8597 0.3005 -6.7815 -0.054
C 3.5497 1.4866 -7.0625 -0.042
C 3.9619 2.3069 -6.0091 -0.045
C 3.6679 1.9593 -4.6842 -0.065
C 2.3467 2.1847 -1.9297 -0.374
C 3.5229 2.4666 -1.2015 -0.105
C 3.6873 3.7026 -0.5633 -0.049
C 2.6813 4.6745 -0.6506 -0.043
C 1.5209 4.4127 -1.3821 -0.046
C 1.3576 3.1798 -2.0229 -0.074
H -1.6155 -0.2031 -3.2511 0.105
H 0.1368 1.3811 -4.0170 0.113
H -2.1934 -1.9414 -4.3159 0.110
H -2.3968 -3.3265 -6.3486 0.122
H -0.9507 -5.3340 -6.6583 0.124
H 0.8126 -5.8340 -4.9730 0.119
H 1.1715 -4.3216 -3.0237 0.103
H -1.6806 -0.0897 -0.4027 0.110
H -3.2659 -0.5664 1.4623 0.081
H -4.2821 -2.8290 1.6685 0.124
H -3.4915 -4.6900 0.2224 0.123
H -1.8267 -4.2362 -1.5978 0.114
H 2.0394 -0.9879 -5.2561 0.104
H 2.5281 -0.3315 -7.6073 0.119
H 3.7755 1.7661 -8.0946 0.123
H 4.4970 3.2387 -6.2153 0.123
H 3.9914 2.6180 -3.8744 0.106
H 4.3068 1.7055 -1.1243 0.109
H 4.5950 3.9001 0.0116 0.121
H 2.8041 5.6294 -0.1411 0.121
H 0.7267 5.1636 -1.4489 0.123
H 0.4472 2.9806 -2.5879 0.096
S 0.1984 -2.0996 1.7106 0.769
C 0.5867 -1.8717 3.3245 -0.711
C 0.9182 -2.9676 4.1736 -0.087
C 1.1973 -2.7596 5.5171 -0.052
C 1.2172 -1.4580 6.0521 -0.027
C 0.9319 -0.3714 5.2172 -0.060
C 0.5589 -0.5693 3.8951 -0.107
H 0.9726 -3.9565 3.7186 0.107
H 1.4175 -3.6048 6.1676 0.118
H 1.4577 -1.3021 7.1082 0.123
H 1.0145 0.6562 5.5832 0.119
H 0.2621 0.2650 3.2617 0.093
```